The following is a quantum chemistry calculation of a cluster of 2 separate species, C5H10O2 in total, from OMol25.

* gap between HOMO and LUMO: 0.349 Eh
* HOMO energy: -8.67 eV
* E_tot: -346.90674 a.u.
* energy relative to the best compared isomer or geometry (same formula, charge and spin): 311.6 kJ/mol
* structure (SMILES): C[C@H]1OCC=C1O.[H][H]

Bonds (Å) are listed after each position.
Geometry (Å):
1 O 0.178 -1.785 0.601  C5 1.356, H15 0.970
2 O 0.157 1.558 -0.586  C4 1.431, C7 1.416
3 C 2.016 0.002 -0.953  C7 1.518, H10 1.096, H12 1.098, H13 1.093
4 C -1.115 1.561 0.071  O2 1.431, C6 1.500, H8 1.100, H9 1.100
5 C -0.114 -0.470 0.448  O1 1.356, C6 1.333, C7 1.514
6 C -1.233 0.207 0.705  C4 1.500, C5 1.333, H16 1.073
7 C 0.933 0.517 -0.023  O2 1.416, C3 1.518, C5 1.514, H17 1.107
8 H -1.183 2.408 0.770  C4 1.100
9 H -1.904 1.684 -0.685  C4 1.100
10 H 1.642 -0.446 -1.880  C3 1.096
11 H -2.288 -2.363 0.692  H14 0.749
12 H 2.616 -0.736 -0.403  C3 1.098
13 H 2.693 0.817 -1.220  C3 1.093
14 H -2.532 -1.701 0.441  H11 0.749
15 H 0.786 -2.029 -0.115  O1 0.970
16 H -2.103 -0.104 1.251  C6 1.073
17 H 1.451 0.881 0.885  C7 1.107